P.
Molecular formula: C4H14N4
Method: DFT, ωB97M-V/def2-TZVPD

Results
- HOMO level: -8.062 eV
- Charge: 0
- Frontier orbital gap: 9.04 eV

Last column: Löwdin charge in e.
Cartesian coordinates (Å):
N  -0.271  0.553  2.303  0.04
C  -1.447  0.794  1.616  -0.22
C  -1.964  -0.012  0.690  -0.25
N  -3.207  0.333  0.056  -0.02
H  0.188  1.325  2.752  0.08
H  0.360  -0.114  1.886  0.06
H  -2.000  1.674  1.920  0.11
H  -1.426  -0.895  0.342  0.08
H  -3.934  -0.347  0.236  0.06
H  -3.115  0.434  -0.946  0.06
N  1.567  -1.887  0.010  -0.01
C  1.694  -1.123  -1.223  -0.30
C  1.653  0.359  -0.916  -0.31
N  1.711  1.135  -2.162  -0.01
H  1.925  -2.827  -0.096  0.06
H  0.597  -1.964  0.293  0.04
H  0.922  -1.367  -1.964  0.11
H  2.659  -1.344  -1.682  0.11
H  0.754  0.578  -0.326  0.08
H  2.525  0.607  -0.313  0.11
H  0.840  1.005  -2.665  0.06
H  1.713  2.125  -1.926  0.06

***

Q.
Molecular formula: C4H14N4
Method: DFT, ωB97M-V/def2-TZVPD

Results
- HOMO level: -7.876 eV
- Charge: 0
- Frontier orbital gap: 8.72 eV

Last column: Löwdin charge in e.
Cartesian coordinates (Å):
C  -0.823  1.210  -0.397  -0.52
C  1.437  1.586  0.546  -0.12
N  0.415  0.626  0.157  -0.17
N  -1.633  0.240  -1.097  0.05
N  -1.554  1.863  0.680  0.05
H  0.196  -0.025  0.913  0.07
H  -0.516  1.984  -1.109  0.14
H  -1.750  -0.601  -0.525  0.02
H  -1.175  -0.056  -1.952  0.06
H  -1.923  1.151  1.306  0.07
H  -2.359  2.342  0.289  0.07
H  1.831  2.072  -0.350  0.08
H  1.042  2.360  1.211  0.07
H  2.240  1.062  1.064  0.07
C  1.301  -1.312  -0.831  -0.02
C  0.234  -2.186  0.607  -0.15
N  -1.025  -2.251  0.561  0.02
H  -1.456  -3.008  1.100  0.06
H  0.867  -2.948  1.109  0.08
H  1.220  -2.259  -1.352  0.01
H  1.217  -0.634  -1.674  0.04
H  2.214  -1.217  -0.256  0.03

***

What should be chosen as the least stable of them? Choose Q.

***

P.
Molecular formula: C18H5CuF5N4O3S3Se
Method: DFT, ωB97M-V/def2-TZVPD

Results
- HOMO level (alpha / beta): -2.019 / -2.015 eV
- Charge: -2
- Spin multiplicity: 2
- Expectation value of S²: 0.7789
- Frontier orbital gap (alpha / beta): 6.32 / 4.56 eV

Last column: Löwdin charge in e.
Cartesian coordinates (Å):
Cu  -1.763  -1.271  1.722  -0.10
S  -2.964  0.500  2.566  0.77
C  -3.856  -0.252  3.772  -0.74
C  -4.720  0.579  4.562  -0.30
N  -5.414  1.246  5.193  0.15
C  -3.843  -1.634  4.067  -0.77
S  -2.882  -2.766  3.289  0.75
C  -4.723  -2.103  5.096  -0.31
N  -5.430  -2.511  5.909  0.14
N  -1.236  -3.227  -0.566  0.17
C  -1.623  -2.388  0.138  -0.06
H  -0.738  -3.988  -0.974  0.09
O  4.763  -1.780  1.941  -0.34
S  3.558  -2.413  1.457  0.60
O  3.683  -3.812  1.100  -0.35
N  2.302  -2.171  2.438  -0.04
C  1.324  -1.507  1.836  -0.51
O  0.199  -1.296  2.331  -0.07
C  1.666  -1.063  0.425  -0.13
C  0.909  -0.300  -0.450  -0.01
C  1.434  -0.063  -1.717  -0.06
C  2.689  -0.543  -2.077  -0.08
C  3.459  -1.276  -1.182  -0.05
C  2.915  -1.525  0.060  -0.23
H  -0.044  0.131  -0.156  0.06
H  0.861  0.522  -2.424  0.09
H  3.078  -0.320  -3.064  0.10
H  4.444  -1.636  -1.448  0.11
F  1.880  3.479  -4.979  0.08
C  1.053  3.277  -3.935  -0.17
C  1.480  3.504  -2.638  -0.17
F  2.741  3.916  -2.423  0.09
C  0.615  3.302  -1.578  -0.29
F  1.114  3.533  -0.358  0.06
C  -0.705  2.867  -1.732  -0.63
Se  -1.850  2.550  -0.262  0.47
C  -1.095  2.671  -3.059  -0.29
F  -2.341  2.262  -3.348  0.05
C  -0.252  2.859  -4.138  -0.17
F  -0.689  2.646  -5.394  0.08

***

Q.
Molecular formula: C18H5CuF5N4O3S3Se
Method: DFT, ωB97M-V/def2-TZVPD

Results
- HOMO level (alpha / beta): -2.194 / -2.195 eV
- Charge: -2
- Spin multiplicity: 2
- Expectation value of S²: 0.7564
- Frontier orbital gap (alpha / beta): 6.46 / 5.71 eV

Last column: Löwdin charge in e.
Cartesian coordinates (Å):
Cu  2.195  0.725  -1.423  0.02
S  4.448  0.626  -0.942  0.68
C  4.824  -0.982  -1.470  -0.76
C  6.218  -1.379  -1.409  -0.29
N  7.329  -1.677  -1.376  0.13
C  3.890  -1.835  -1.936  -0.75
S  2.204  -1.422  -2.052  0.65
C  4.269  -3.168  -2.364  -0.29
N  4.571  -4.225  -2.705  0.13
N  -0.613  1.942  -2.075  0.19
C  0.138  1.090  -1.874  -0.10
H  -1.227  2.715  -2.206  0.11
O  2.159  5.699  2.391  -0.33
S  1.192  5.111  1.501  0.60
O  0.012  5.887  1.207  -0.33
N  1.884  4.577  0.146  -0.04
C  1.790  3.262  0.032  -0.49
O  2.209  2.628  -0.970  -0.15
C  1.092  2.583  1.189  -0.12
C  0.787  1.248  1.394  -0.03
C  0.065  0.897  2.529  -0.08
C  -0.322  1.865  3.451  -0.07
C  -0.007  3.206  3.254  -0.04
C  0.696  3.529  2.112  -0.23
H  1.075  0.467  0.699  0.08
H  -0.213  -0.139  2.671  0.09
H  -0.888  1.571  4.327  0.10
H  -0.308  3.969  3.961  0.11
F  -6.067  -5.180  -1.107  0.08
C  -5.124  -4.237  -0.899  -0.16
C  -3.963  -4.539  -0.220  -0.16
F  -3.778  -5.793  0.237  0.08
C  -3.004  -3.564  -0.011  -0.28
F  -1.911  -3.953  0.663  0.06
C  -3.139  -2.245  -0.450  -0.60
Se  -1.829  -0.913  -0.128  0.53
C  -4.327  -1.992  -1.137  -0.28
F  -4.593  -0.769  -1.630  0.04
C  -5.301  -2.949  -1.358  -0.16
F  -6.433  -2.637  -2.025  0.08

***

What should be chosen as the least stable of them? Choose P.

***

P.
Molecular formula: H24NO10
Method: DFT, ωB97M-V/def2-TZVPD

Results
- HOMO level: -13.881 eV
- Charge: +1
- Frontier orbital gap: 10.79 eV

Last column: Löwdin charge in e.
Cartesian coordinates (Å):
N  -0.300  -0.250  0.104  0.35
H  0.115  -1.154  0.345  0.11
H  -1.187  -0.419  -0.214  0.06
H  0.319  0.060  -0.758  0.17
H  -0.243  0.286  0.886  0.07
O  -2.903  -0.120  1.970  0.00
H  -2.614  0.714  2.210  -0.01
H  -3.673  0.095  1.455  0.04
O  1.527  1.843  2.745  0.04
H  0.940  2.292  2.208  -0.03
H  2.049  2.490  3.008  -0.03
O  0.502  2.216  -2.231  -0.16
H  0.814  2.786  -2.944  0.03
H  0.283  2.621  -1.232  0.02
O  2.698  -0.566  0.331  -0.03
H  3.407  -0.013  -0.020  0.07
H  2.930  -1.381  0.745  0.04
O  0.031  3.088  0.186  -0.05
H  -0.778  3.150  -0.372  0.04
H  0.407  4.005  -0.038  0.14
O  -0.670  -3.455  0.558  -0.02
H  -0.411  -3.163  1.412  -0.05
H  -0.077  -4.075  0.200  0.02
O  0.277  -2.957  3.018  0.02
H  -0.236  -2.772  3.849  0.12
H  0.756  -2.235  3.055  -0.04
O  1.787  -1.767  -2.376  0.01
H  2.121  -0.950  -2.104  0.00
H  2.250  -1.947  -3.153  0.04
O  -0.971  -1.500  -2.640  -0.08
H  -0.931  -0.897  -3.430  0.07
H  -0.091  -1.860  -2.565  -0.03
O  -2.417  1.810  -1.102  -0.16
H  -2.647  2.807  -1.437  0.13
H  -3.061  1.224  -1.658  0.10

***

Q.
Molecular formula: H24NO10
Method: DFT, ωB97M-V/def2-TZVPD

Results
- HOMO level: -13.743 eV
- Charge: +1
- Frontier orbital gap: 10.82 eV

Last column: Löwdin charge in e.
Cartesian coordinates (Å):
N  -0.348  0.264  0.235  0.24
H  -0.609  0.867  0.984  0.06
H  -0.130  -0.736  0.624  0.13
H  0.530  0.875  0.123  0.09
H  -1.055  0.350  -0.635  0.17
O  3.539  -0.221  -0.501  0.00
H  3.373  0.123  0.396  0.06
H  4.142  0.362  -0.835  0.01
O  -3.713  -0.916  -1.464  -0.05
H  -3.591  -0.310  -0.713  0.03
H  -2.915  -1.441  -1.500  -0.03
O  -1.334  -2.406  -1.244  0.00
H  -1.955  -3.095  -0.977  0.08
H  -0.639  -2.849  -1.575  -0.02
O  -1.351  -1.485  2.722  0.04
H  -1.536  -1.178  3.482  -0.07
H  -1.934  -2.250  2.658  0.07
O  -0.624  0.972  -2.937  -0.06
H  0.065  0.347  -2.834  -0.06
H  -0.326  1.335  -3.825  0.10
O  -2.614  2.494  1.033  -0.11
H  -3.308  1.892  1.063  -0.03
H  -2.754  3.391  0.386  0.18
O  1.431  2.435  -0.686  -0.08
H  0.942  2.291  -1.535  0.05
H  2.377  2.092  -0.824  0.08
O  1.266  1.536  2.563  -0.02
H  1.232  2.039  3.355  0.04
H  2.026  1.063  2.257  0.01
O  1.158  -0.861  -2.017  -0.06
H  1.121  -1.302  -2.911  0.11
H  1.957  -0.555  -1.619  -0.01
O  1.811  -1.381  2.046  -0.06
H  2.114  -2.270  1.733  0.09
H  1.651  -1.475  2.976  0.04

***

What should be chosen as the least stable of them? Choose P.

***

P.
Molecular formula: C6H11N3O2S
Method: DFT, ωB97M-V/def2-TZVPD

Results
- HOMO level: -9.093 eV
- Charge: 0
- Frontier orbital gap: 8.72 eV

Last column: Löwdin charge in e.
Cartesian coordinates (Å):
C  -0.746  -1.743  0.978  -0.10
N  -1.018  -0.863  -0.124  -0.36
C  -1.201  -1.437  -1.429  -0.09
S  -1.264  0.734  0.128  0.66
O  -1.868  1.309  -1.034  -0.29
O  -1.928  0.868  1.396  -0.29
C  0.357  1.657  0.391  -0.30
C  1.211  0.921  1.336  -0.06
C  2.045  -0.002  0.821  -0.13
N  1.882  -0.378  -0.494  0.01
N  1.348  0.346  -1.324  0.02
C  0.988  1.707  -0.974  -0.19
H  -0.647  -1.138  1.876  0.08
H  -1.570  -2.448  1.123  0.10
H  0.178  -2.300  0.801  0.09
H  -1.992  -2.193  -1.393  0.09
H  -1.507  -0.634  -2.094  0.08
H  -0.273  -1.886  -1.793  0.08
H  0.009  2.617  0.759  0.14
H  1.106  1.081  2.396  0.12
H  2.732  -0.607  1.387  0.11
H  0.272  2.052  -1.723  0.11
H  1.885  2.338  -1.009  0.14

***

Q.
Molecular formula: C6H11N3O2S
Method: DFT, ωB97M-V/def2-TZVPD

Results
- HOMO level: -9.429 eV
- Charge: 0
- Frontier orbital gap: 9.73 eV

Last column: Löwdin charge in e.
Cartesian coordinates (Å):
C  -1.837  2.439  -0.772  -0.43
C  1.767  -0.735  -1.283  -0.17
C  0.699  -1.895  -1.040  -0.16
C  1.413  0.440  -0.383  -0.09
C  0.544  -1.678  0.446  -0.15
C  0.611  -0.244  0.686  -0.31
N  -1.242  3.243  -1.438  0.14
N  -2.265  1.370  -0.421  0.15
N  0.053  0.296  1.696  0.02
O  -2.307  0.718  2.293  -0.51
O  -1.855  -1.656  2.463  -0.44
S  -1.485  -0.351  2.877  0.79
H  2.709  -1.063  -1.008  0.08
H  1.748  -0.507  -2.401  0.13
H  -0.248  -1.829  -1.649  0.12
H  1.011  -2.872  -1.503  0.12
H  2.330  0.561  0.176  0.13
H  1.072  1.348  -0.821  0.11
H  -0.415  -2.102  0.742  0.11
H  1.480  -2.104  0.813  0.15
H  -1.388  4.164  -1.734  0.04
H  -2.454  1.112  0.600  0.04
H  0.061  1.346  1.663  0.13

***

What should be chosen as the least stable of them? Choose P.

***

P.
Molecular formula: C8H12N4
Method: DFT, ωB97M-V/def2-TZVPD

Results
- HOMO level: -7.846 eV
- Charge: 0
- Frontier orbital gap: 8.22 eV

Last column: Löwdin charge in e.
Cartesian coordinates (Å):
C  1.041  -0.847  -3.416  -0.30
C  0.297  -1.276  -2.337  -0.09
C  0.061  -1.239  0.055  -0.28
C  -0.641  -0.347  0.777  -0.27
C  0.323  1.828  0.155  -0.43
C  0.136  -2.756  0.294  -0.04
C  -1.461  -0.983  1.962  -0.02
C  -0.074  3.282  0.067  -0.01
N  1.536  -0.759  -4.443  0.12
N  0.586  -0.875  -1.179  -0.03
N  -0.709  0.989  0.583  0.10
N  1.432  1.344  -0.212  0.12
H  -0.735  -3.461  0.261  0.09
H  0.596  -2.850  1.322  0.09
H  0.754  -3.071  -0.626  0.09
H  -0.682  -0.934  2.842  0.12
H  -1.756  -1.980  1.885  0.02
H  -2.462  -0.365  2.238  0.12
H  0.401  3.540  -0.858  0.07
H  0.383  3.891  0.881  0.10
H  -1.109  3.493  0.047  0.06
H  -1.330  1.490  1.223  0.15
H  1.268  -0.114  -0.867  0.09
H  2.142  1.999  -0.654  0.12

***

Q.
Molecular formula: C8H12N4
Method: DFT, ωB97M-V/def2-TZVPD

Results
- HOMO level: -8.463 eV
- Charge: 0
- Frontier orbital gap: 9.17 eV

Last column: Löwdin charge in e.
Cartesian coordinates (Å):
C  -4.363  1.217  -1.373  -0.06
C  -3.029  0.686  -1.101  -0.40
C  -1.790  1.136  -1.411  -0.04
N  -0.928  0.145  -0.893  0.06
C  -1.656  -0.741  -0.142  -0.18
N  -2.927  -0.447  -0.337  0.08
H  -5.080  1.420  -0.612  0.06
H  -4.798  0.498  -2.080  0.08
H  -4.238  2.188  -1.992  0.10
H  -1.436  1.980  -1.960  0.11
H  0.029  0.293  -0.943  0.10
H  -1.271  -1.516  0.448  0.07
C  0.650  -0.548  1.978  -0.08
C  1.861  -0.401  1.199  -0.36
C  2.487  -1.411  0.429  -0.07
N  3.685  -0.861  0.064  0.03
C  3.674  0.523  0.473  -0.20
N  2.654  0.764  1.156  0.09
H  0.240  0.454  1.959  0.09
H  0.832  -1.147  2.900  0.09
H  0.023  -1.485  1.575  0.09
H  2.275  -2.435  0.609  0.11
H  4.391  -1.184  -0.588  0.13
H  4.639  0.965  0.437  0.11

***

R.
Molecular formula: C8H12N4
Method: DFT, ωB97M-V/def2-TZVPD

Results
- HOMO level: -11.559 eV
- Charge: 0
- Frontier orbital gap: 11.68 eV

Last column: Löwdin charge in e.
Cartesian coordinates (Å):
C  -1.662  -1.256  0.807  -0.06
C  -0.549  -1.442  -0.103  -0.25
N  0.322  -1.555  -0.838  0.15
H  -2.034  -0.232  0.763  0.04
H  -1.354  -1.404  1.845  0.09
H  -2.491  -1.940  0.635  0.08
C  3.553  -0.979  1.057  -0.07
C  4.436  -2.049  1.516  -0.29
N  5.127  -2.886  1.877  0.12
H  3.543  -0.161  1.774  0.08
H  2.553  -1.372  0.897  0.05
H  3.954  -0.574  0.127  0.08
C  1.542  1.005  -2.275  -0.09
C  2.517  2.095  -2.082  -0.29
N  3.276  2.932  -1.915  0.12
H  2.079  0.070  -2.178  0.06
H  1.166  1.095  -3.294  0.08
H  0.724  1.181  -1.585  0.06
C  -4.853  0.994  0.529  -0.07
C  -3.633  1.768  0.381  -0.30
N  -2.668  2.370  0.264  0.14
H  -5.332  1.213  1.488  0.09
H  -4.643  -0.075  0.570  0.07
H  -5.571  1.200  -0.259  0.09

***

What should be chosen as the least stable of them? Choose P.